Arrangement 1

A 2-piece molecular cluster, C6H16N overall. Source: the Open Molecules 2025 dataset; level of theory: ωB97M-V/def2-TZVPD.

Results
- Frontier orbital gap: 9.2 eV
- Highest occupied orbital energy: -14.07 eV
- Spin multiplicity: 1
- Lowest unoccupied orbital energy: -4.83 eV
- Total charge: +1

Each line ends with the Mulliken charge.
Element x y z (Å)
C  0.710  1.879  -2.210  -1.3084
C  0.867  1.194  -0.875  0.0909
C  0.506  -0.190  -0.827  -0.3296
C  -0.747  0.564  -0.252  -0.4923
C  -0.717  1.154  1.229  -0.5967
C  -0.172  0.160  2.238  -1.0939
N  -0.107  -3.373  0.027  -0.7271
H  0.213  1.210  -2.922  0.3555
H  0.016  2.735  -2.261  0.3634
H  1.750  1.968  -2.531  0.3689
H  1.596  1.590  -0.161  0.5087
H  0.282  -0.735  -1.740  0.2470
H  0.918  -0.851  -0.074  0.2429
H  -1.412  -0.297  -0.090  0.4737
H  -1.425  1.149  -0.899  0.4729
H  -0.168  2.088  1.261  0.3975
H  -1.763  1.336  1.567  0.3200
H  -0.179  0.556  3.256  0.3699
H  0.829  -0.236  2.083  0.3105
H  -0.918  -0.639  2.292  0.2836
H  -0.655  -4.223  -0.126  0.2706
H  -0.224  -3.182  1.021  0.2212
H  0.799  -3.855  -0.007  0.2506


Arrangement 2

An isolated ion of composition C6H16N and charge +1. Source: the Open Molecules 2025 dataset; level of theory: ωB97M-V/def2-TZVPD.

Results
- SMILES: CCCCCC[NH3+]
- Frontier orbital gap: 9.6 eV
- Highest occupied orbital energy: -13.39 eV
- Spin multiplicity: 1
- Lowest unoccupied orbital energy: -3.75 eV
- Total charge: +1

Each line ends with the Mulliken charge.
Element x y z (Å)
C  -2.477  1.868  0.396  -1.1736
C  -1.501  1.375  -0.647  -0.4940
C  -0.812  -0.002  -0.619  -0.6799
C  -0.493  -0.279  0.884  -0.6082
C  0.742  -1.194  0.942  -1.0230
C  1.956  -0.559  0.234  -0.5234
N  2.510  -1.477  -0.875  -0.3148
H  -3.057  2.661  -0.210  0.3359
H  -3.222  1.164  0.708  0.3480
H  -2.022  2.441  1.225  0.3420
H  -0.803  2.331  -0.708  0.1886
H  -1.861  1.470  -1.722  0.3861
H  -1.493  -0.791  -0.838  0.3318
H  -0.009  -0.069  -1.243  0.4753
H  -0.238  0.554  1.552  0.3379
H  -1.367  -0.844  1.172  0.3823
H  0.947  -1.403  1.968  0.3977
H  0.672  -2.160  0.509  0.5008
H  2.808  -0.400  0.956  0.3706
H  1.790  0.526  -0.295  0.3727
H  2.894  -0.882  -1.576  0.3357
H  3.170  -2.192  -0.493  0.3597
H  1.866  -2.135  -1.325  0.3518


Arrangement 3

A 2-piece molecular cluster, C6H16N overall. Source: the Open Molecules 2025 dataset; level of theory: ωB97M-V/def2-TZVPD.

Results
- Frontier orbital gap: 9.2 eV
- Highest occupied orbital energy: -14.33 eV
- Spin multiplicity: 1
- Lowest unoccupied orbital energy: -5.18 eV
- Total charge: +1

Each line ends with the Mulliken charge.
Element x y z (Å)
C  2.762  0.076  -0.372  -0.4602
C  1.498  -1.673  -1.515  -0.1370
N  2.509  -0.907  -1.431  0.0049
H  2.912  1.048  -0.837  0.3046
H  3.674  -0.193  0.158  0.3292
H  1.912  0.086  0.306  0.0628
H  0.792  -1.673  -0.696  0.2332
H  1.398  -2.297  -2.394  0.3261
H  3.157  -0.903  -2.216  0.3064
C  -0.989  0.038  1.937  -1.2592
C  -1.995  0.423  0.854  0.8177
C  -2.256  1.924  0.811  -1.4388
C  -1.499  -0.096  -0.492  -1.1448
H  -0.828  -1.042  1.918  0.3573
H  -0.032  0.534  1.742  0.1564
H  -1.296  0.337  2.940  0.3866
H  -2.936  -0.081  1.086  0.2161
H  -2.964  2.158  0.020  0.3863
H  -1.341  2.495  0.642  0.3258
H  -2.684  2.278  1.750  0.3859
H  -1.481  -1.189  -0.479  0.3563
H  -2.103  0.226  -1.335  0.3803
H  -0.476  0.268  -0.657  0.1042


Name the least stable of them. arrangement 1.


Arrangement 1

One molecule with the formula C22H24N2O6. Source: the Open Molecules 2025 dataset; level of theory: ωB97M-V/def2-TZVPD.

Results
- SMILES: CCOc1ccc(/C(O)=C2/C(=O)C(=O)N(CCOCCO)[C@H]2c2cccnc2)cc1
- Frontier orbital gap: 7.4 eV
- Highest occupied orbital energy: -7.99 eV
- Spin multiplicity: 1
- Lowest unoccupied orbital energy: -0.54 eV

Each line ends with the Mulliken charge.
Element x y z (Å)
C  -5.301  1.534  3.896  -1.1346
C  -4.463  1.422  2.719  -0.1260
H  -4.165  0.324  2.671  0.2628
O  -3.310  2.311  2.799  -0.3444
C  -2.244  2.444  1.817  0.2496
C  -2.106  1.441  0.769  -0.5216
C  -0.895  1.424  0.021  1.3765
C  -0.077  2.298  0.113  -0.1383
C  -0.123  3.119  1.219  -0.5421
C  -1.199  3.142  2.179  -1.5845
H  -1.329  3.532  2.974  1.0448
H  0.690  3.708  1.382  0.5848
C  1.248  2.453  -0.623  -0.2723
C  1.748  1.020  -1.002  0.6792
C  3.057  1.202  -1.742  0.1941
O  3.858  2.078  -1.884  -0.7122
C  3.651  -0.192  -1.701  0.3853
O  4.690  -0.735  -2.191  -0.6585
N  2.383  -1.083  -1.284  0.1180
C  2.667  -2.612  -1.146  -1.1230
C  1.494  -3.227  -2.046  -0.2967
O  1.725  -3.453  -3.324  -0.4489
C  1.117  -2.239  -4.007  0.0118
C  -0.285  -2.179  -4.001  -1.3209
O  -1.088  -1.434  -3.116  -0.3858
H  -1.908  -1.316  -2.944  0.2285
H  -0.681  -2.895  -4.156  1.0562
H  -0.797  -1.538  -4.985  0.3070
H  1.680  -1.249  -3.569  -0.0337
H  1.566  -2.220  -4.968  0.4813
H  1.466  -4.367  -1.706  0.3139
H  0.502  -2.800  -1.759  0.2656
H  3.552  -2.812  -1.616  0.4997
H  2.681  -2.712  -0.170  0.5937
C  1.454  -0.295  -0.811  0.4738
C  0.973  -0.773  0.681  -0.0724
C  -0.178  -1.131  0.943  0.5764
N  -0.292  -1.575  2.516  -0.5373
C  0.451  -1.111  3.247  -0.3772
C  1.725  -0.669  2.949  -0.1538
C  2.076  -0.232  1.827  -0.9083
H  3.107  -0.014  1.458  0.3176
H  2.465  -0.224  3.729  0.2333
H  0.278  -1.170  4.280  0.4425
H  -0.808  -1.601  0.196  0.3146
H  0.443  -0.489  -1.299  -0.6316
O  1.812  3.521  -0.674  -0.4422
H  2.658  3.428  -1.129  0.4375
H  -1.216  0.818  -1.028  0.0253
H  -2.973  0.643  0.445  0.1370
H  -4.959  1.555  1.653  0.2727
H  -5.726  2.581  3.791  0.2943
H  -6.361  0.957  3.750  0.3104
H  -4.732  1.395  4.858  0.2780


Arrangement 2

One molecule with the formula C22H24N2O6. Source: the Open Molecules 2025 dataset; level of theory: ωB97M-V/def2-TZVPD.

Results
- SMILES: COc1cc2cc(C(=O)N[C@@H](Cc3ccccc3)C(=O)O)n(C)c2c(OC)c1OC
- Frontier orbital gap: 7.0 eV
- Highest occupied orbital energy: -6.69 eV
- Spin multiplicity: 1
- Lowest unoccupied orbital energy: 0.31 eV

Each line ends with the Mulliken charge.
Element x y z (Å)
C  2.721  -5.940  0.107  -0.6079
H  1.922  -6.172  -0.706  0.2549
O  2.730  -4.435  0.132  -0.4834
C  1.715  -3.709  -0.017  0.3343
C  1.980  -2.452  -0.518  -0.8837
C  1.115  -1.551  -0.398  0.1173
C  1.225  -0.195  -0.667  -1.6388
C  -0.416  0.278  -0.608  0.3823
N  -1.197  -0.815  -0.266  0.1693
C  -0.312  -1.830  -0.171  -0.8507
C  -0.718  -3.233  0.376  0.9753
C  0.254  -4.230  0.345  1.1710
O  0.051  -5.428  0.448  -0.5958
C  -0.357  -5.534  2.100  -1.3007
H  0.343  -5.291  2.627  0.5839
H  -0.445  -6.681  2.177  0.2135
H  -1.122  -4.938  2.092  0.5784
O  -1.866  -3.575  0.415  -0.4821
C  -2.623  -4.373  -0.434  -0.9683
H  -1.872  -5.433  -0.396  0.1717
H  -3.610  -4.710  -0.196  0.3026
H  -2.422  -4.162  -1.339  0.5660
C  -2.539  -0.730  0.001  -1.2157
H  -2.869  -1.204  -0.891  0.4940
H  -3.162  0.276  0.044  0.1617
H  -2.857  -1.249  0.744  0.5487
C  -0.719  1.682  -0.908  0.7682
O  -1.991  2.125  -0.232  -0.7902
N  0.192  2.438  -1.355  -0.0320
H  1.047  2.200  -1.685  0.2813
C  -0.229  3.944  -1.336  0.4836
C  0.167  4.500  -2.812  0.2330
O  -0.020  5.694  -3.041  -0.5356
O  1.068  3.699  -3.598  -0.4381
H  1.309  4.130  -4.363  0.3270
H  -1.262  4.165  -1.046  0.4145
C  0.511  4.648  -0.358  -2.0420
C  0.486  4.081  1.172  0.3589
C  -0.860  4.533  1.754  -0.1282
C  -1.256  3.854  3.043  -0.7268
C  -0.449  2.940  3.378  -0.1568
C  0.678  2.246  2.911  -1.2931
C  0.979  2.860  1.545  0.1523
H  1.888  2.510  0.943  0.2328
H  0.929  1.388  3.148  0.6825
H  -0.960  2.527  4.212  0.2719
H  -2.076  4.419  3.299  0.4885
H  -1.294  5.521  1.174  0.2063
H  1.601  4.504  -0.425  0.3428
H  0.477  5.585  -0.237  1.0732
H  1.818  0.505  -0.813  1.0085
H  3.000  -2.171  -0.464  0.3257
H  2.215  -6.199  1.043  0.2274
H  3.758  -6.323  -0.206  0.2668


Name the least stable of them. arrangement 1.


Arrangement 1

A 3-piece molecular cluster, C3H11N2O2 overall. Source: the Open Molecules 2025 dataset; level of theory: ωB97M-V/def2-TZVPD.

Results
- Frontier orbital gap: 4.4 eV
- Highest occupied orbital energy: -13.35 eV
- Spin multiplicity: 1
- Lowest unoccupied orbital energy: -8.94 eV
- Total charge: +1

Each line ends with the Mulliken charge.
Element x y z (Å)
N  -0.011  2.143  2.720  -0.6479
C  -0.224  -1.071  0.987  0.2667
C  -0.106  -2.528  1.254  -1.0245
C  0.082  -0.353  -0.191  0.5661
N  0.205  -1.214  -1.343  -0.4615
O  0.158  0.911  -0.276  -0.5497
H  0.583  2.051  1.874  0.2287
H  0.128  3.034  3.172  0.2425
H  -1.016  2.081  2.509  0.2287
H  -0.833  -0.465  1.641  0.3334
H  -0.927  -3.157  0.881  0.3959
H  0.853  -2.789  0.797  0.3748
H  -0.011  -2.676  2.330  0.3659
H  0.545  -0.724  -2.189  0.3266
H  -0.726  -1.661  -1.558  0.2980
H  -0.360  2.098  -3.415  0.3246
H  0.147  1.536  -2.015  0.3831
O  0.060  1.323  -2.969  -0.6514


Arrangement 2

A 2-piece molecular cluster, C3H11N2O2 overall. Source: the Open Molecules 2025 dataset; level of theory: ωB97M-V/def2-TZVPD.

Results
- Frontier orbital gap: 11.1 eV
- Highest occupied orbital energy: -14.37 eV
- Spin multiplicity: 1
- Lowest unoccupied orbital energy: -3.26 eV
- Total charge: +1

Each line ends with the Mulliken charge.
Element x y z (Å)
O  2.487  -0.048  0.015  -0.5728
C  1.689  -0.035  -0.893  0.6081
N  1.928  -0.486  -2.133  -0.3603
C  0.256  0.466  -0.674  -0.7604
N  0.048  0.780  0.753  -0.1558
C  0.027  -0.431  1.605  -0.8102
H  2.838  -0.868  -2.301  0.2735
H  1.388  -0.273  -2.955  0.2069
H  0.006  1.324  -1.295  0.4835
H  -0.397  -0.329  -1.034  0.3133
H  -0.867  1.252  0.822  0.3823
H  0.620  1.566  1.087  0.3801
H  -0.113  -0.312  2.685  0.3805
H  0.915  -1.016  1.448  0.3503
H  -0.933  -0.904  1.440  0.2702
H  -3.863  -0.394  -0.062  0.3062
H  -3.045  -0.140  1.225  0.3226
O  -2.985  -0.153  0.265  -0.6182


Arrangement 3

A 2-piece molecular cluster, C3H11N2O2 overall. Source: the Open Molecules 2025 dataset; level of theory: ωB97M-V/def2-TZVPD.

Results
- Frontier orbital gap: 10.9 eV
- Highest occupied orbital energy: -14.04 eV
- Spin multiplicity: 1
- Lowest unoccupied orbital energy: -3.18 eV
- Total charge: +1

Each line ends with the Mulliken charge.
Element x y z (Å)
C  1.719  -0.773  -0.403  -0.6136
C  0.476  -1.488  0.198  -0.6379
C  -0.857  -0.789  -0.050  0.5319
N  -1.810  -1.035  0.869  -0.3802
O  -0.903  0.029  -0.945  -0.5965
N  1.728  0.708  -0.486  -0.0874
H  2.074  -1.272  -1.330  0.3248
H  2.476  -1.058  0.333  0.3178
H  0.597  -2.554  -0.081  0.4403
H  0.805  -1.619  1.255  0.3555
H  -1.728  -1.813  1.507  0.2100
H  -2.714  -0.594  0.824  0.2504
H  0.834  1.162  -0.218  0.0945
H  1.807  1.090  -1.440  0.4015
H  2.471  1.142  0.055  0.4139
H  -0.606  2.696  1.426  0.3025
H  -1.157  2.924  -0.061  0.2998
O  -0.500  2.474  0.483  -0.6273


Name the least stable of them. arrangement 1.


Arrangement 1

A 2-piece molecular cluster, C5H10F3NO2S overall. Source: the Open Molecules 2025 dataset; level of theory: ωB97M-V/def2-TZVPD.

Results
- Frontier orbital gap (alpha / beta): 8.0 / 7.6 eV
- Highest occupied orbital energy (alpha / beta): -8.15 / -7.77 eV
- Spin multiplicity: 1
- Lowest unoccupied orbital energy (alpha / beta): -0.12 / -0.13 eV

Each line ends with the Mulliken charge.
Element x y z (Å)
C  -1.207  -1.840  0.961  -0.9886
C  -0.732  -0.716  -1.236  -1.1230
C  -1.341  2.391  0.017  -0.9317
C  0.371  0.040  0.740  -0.4901
C  2.610  -0.761  -0.108  0.4419
N  -0.542  -0.739  0.240  0.2972
O  1.202  2.602  0.776  -0.6314
O  0.658  1.600  -1.434  -0.6477
F  2.548  -2.009  0.424  -0.2286
F  3.053  -0.910  -1.455  -0.2709
F  3.482  -0.051  0.569  -0.2153
S  0.392  1.804  -0.032  1.2552
H  -1.051  -1.663  1.948  0.3933
H  -2.287  -1.878  0.653  0.2898
H  -0.889  -2.860  0.749  0.3155
H  -0.455  0.205  -1.685  0.4804
H  -0.010  -1.447  -1.629  0.3453
H  -1.742  -1.090  -1.518  0.2801
H  -1.271  3.200  0.723  0.4157
H  -1.684  2.641  -1.028  0.3007
H  -1.833  1.486  0.475  0.2583
H  0.731  -0.003  1.848  0.4538


Arrangement 2

A 2-piece molecular cluster, C5H10F3NO2S overall. Source: the Open Molecules 2025 dataset; level of theory: ωB97M-V/def2-TZVPD.

Results
- Frontier orbital gap (alpha / beta): 8.3 / 8.3 eV
- Highest occupied orbital energy (alpha / beta): -8.32 / -8.32 eV
- Spin multiplicity: 1
- Lowest unoccupied orbital energy (alpha / beta): -0.04 / -0.04 eV

Each line ends with the Mulliken charge.
Element x y z (Å)
C  -0.013  -2.021  0.816  -0.9032
C  -0.181  -0.629  -1.267  -1.0058
C  -0.056  2.726  0.044  -0.9580
C  0.891  0.177  0.668  -0.7307
C  3.169  -0.438  0.137  0.4797
N  0.138  -0.761  0.096  0.1851
O  2.323  2.416  0.797  -0.5864
O  1.682  1.536  -1.469  -0.6186
F  3.858  -1.210  1.007  -0.2980
F  3.165  -1.144  -1.025  -0.2610
F  4.056  0.596  -0.087  -0.2569
S  1.422  1.801  -0.076  1.1756
H  -1.134  -2.122  1.092  0.3472
H  0.644  -2.798  0.267  0.3557
H  0.348  -2.033  1.876  0.2852
H  -1.228  -0.180  -1.508  0.2182
H  0.595  0.062  -1.654  0.5059
H  -0.140  -1.546  -1.890  0.3609
H  0.156  3.676  -0.556  0.3635
H  -0.882  2.175  -0.536  0.2463
H  -0.145  3.011  1.077  0.3906
H  1.190  -0.001  1.612  0.7047


Name the least stable of them. arrangement 1.